(1)
The following is a DFT calculation (ωB97M-V with the def2-TZVPD basis set) of a molecular structure, C7H7AlBF2NO14P2 in a non-equilibrium geometry.

The geometry in XYZ format:
```
35
C7H7AlBF2NO14P2, DFT ωB97M-V with the def2-TZVPD basis set
O 8.059 1.954 1.164
C 7.160 1.971 0.445
N 6.177 1.715 -0.338
O 5.102 1.168 0.393
C 4.611 0.158 -0.423
O 5.450 -0.434 -1.156
O 3.286 -0.175 -0.506
P 2.484 -0.155 1.024
P 1.215 1.675 0.967
O 1.126 2.339 2.298
O -0.366 1.266 0.513
O 1.968 2.646 -0.187
H 1.546 -1.231 1.055
H -0.396 1.114 -0.461
H 1.411 3.449 -0.297
C -2.673 -2.018 -1.502
C -2.099 -2.920 -2.558
O -0.829 -2.325 -2.821
C -0.485 -1.613 -1.724
O 0.589 -1.118 -1.537
O -1.520 -1.521 -0.846
H -3.317 -2.548 -0.806
H -3.229 -1.169 -1.931
H -1.945 -3.941 -2.196
H -2.710 -2.953 -3.460
Al 5.298 -2.281 -1.536
B -4.103 1.346 2.860
O -3.581 1.896 1.569
C -3.623 0.950 0.683
O -3.276 1.054 -0.458
C -4.183 -0.319 1.328
O -4.342 -1.362 0.771
O -4.454 -0.080 2.575
F -5.238 2.051 3.258
F -3.112 1.409 3.843
```

As for the LUMO energy: -13.96 eV. Its net charge is +2. The spin multiplicity is 1. For the orbital gap, the calculation gives 0.076 hartree.

---

(2)
The following is a DFT calculation (ωB97M-V with the def2-TZVPD basis set) of 2 unconnected molecules or ions with the total composition C7H7BF5NO7P2S in a non-equilibrium geometry.

The geometry in XYZ format:
```
31
C7H7BF5NO7P2S, DFT ωB97M-V with the def2-TZVPD basis set
O 3.995 -0.546 2.924
N 3.153 0.161 2.837
O 3.323 1.092 1.500
P 2.512 0.612 0.281
O 1.387 -0.344 0.695
C 0.011 0.205 1.086
O -0.128 0.568 2.161
C -0.927 0.133 -0.009
C -0.796 -0.924 -0.900
C -1.680 -1.032 -1.957
C -2.677 -0.082 -2.097
C -2.822 0.960 -1.197
C -1.940 1.072 -0.141
P 3.817 -0.500 -1.161
O 5.088 0.231 -1.197
S 1.821 2.376 -0.795
O 0.779 3.012 -0.103
O 1.710 1.919 -2.123
F 3.087 3.223 -0.679
H -0.030 -1.663 -0.765
H -1.564 -1.843 -2.649
H -3.358 -0.152 -2.928
H -3.603 1.690 -1.298
H -2.014 1.855 0.589
H 3.861 -1.820 -0.676
H 3.117 -0.424 -2.376
B -3.237 -1.963 2.206
F -4.057 -2.985 2.674
F -2.689 -1.240 3.282
F -2.171 -2.505 1.442
F -3.969 -1.084 1.376
```

As for the LUMO energy: -3.58 eV. Its net charge is 0. The spin multiplicity is 1. For the orbital gap, the calculation gives 0.234 hartree.

---

(3)
The following is a DFT calculation (ωB97M-V with the def2-TZVPD basis set) of C7H7BrF2N2O2 in the gas phase in a non-equilibrium geometry.

The geometry in XYZ format:
```
21
C7H7BrF2N2O2, DFT ωB97M-V with the def2-TZVPD basis set
C 0.201 -0.419 -1.951
C -0.379 -1.129 0.148
C -1.185 1.113 -0.494
C -0.907 -0.419 -1.012
C 1.591 -0.047 -0.223
C 1.178 1.892 1.303
C -1.313 -2.133 0.813
N 1.401 -0.202 -1.594
N 0.799 -0.927 0.514
O -1.704 1.258 0.575
O 1.040 1.443 0.015
F -2.570 -1.606 0.999
F -1.466 -3.071 -0.108
Br 3.475 -0.122 0.116
H -0.009 -0.468 -3.056
H -0.892 1.867 -1.346
H -1.870 -0.809 -1.392
H 2.088 1.704 1.771
H 0.394 1.480 1.842
H 1.122 3.005 1.216
H -0.994 -2.410 1.864
```

As for the LUMO energy (spin up / spin down): 0.34 / -3.89 eV. Its net charge is 0. The spin multiplicity is 3. For the orbital gap (spin up / spin down), the calculation gives 0.248 / 0.224 hartree. As for the expectation value of S²: 2.01.

---

(4)
The following is a DFT calculation (ωB97M-V with the def2-TZVPD basis set) of C7H7BrOS in the gas phase in a non-equilibrium geometry.

The geometry in XYZ format:
```
17
C7H7BrOS, DFT ωB97M-V with the def2-TZVPD basis set
C -1.871 -2.118 0.350
C -1.653 -0.664 0.033
Br -3.323 0.365 0.138
C -0.609 -0.075 -0.483
C -0.368 1.319 -0.623
C 0.874 1.759 -0.754
C 1.965 0.703 -0.523
C 2.342 0.607 0.998
O 3.413 0.196 1.379
S 1.011 -0.886 -0.488
H -0.988 -2.636 0.818
H -2.167 -2.470 -0.667
H -2.675 -2.164 1.088
H -1.356 1.813 -0.895
H 0.993 2.841 -0.860
H 2.866 0.569 -1.114
H 1.546 0.843 1.604
```

As for the LUMO energy: 0.37 eV. Its net charge is 0. The spin multiplicity is 1. For the orbital gap, the calculation gives 0.324 hartree.

---

(5)
The following is a DFT calculation (ωB97M-V with the def2-TZVPD basis set) of 2 unconnected molecules or ions with the total composition C7H7BrOS in a non-equilibrium geometry.

The geometry in XYZ format:
```
17
C7H7BrOS, DFT ωB97M-V with the def2-TZVPD basis set
C -0.187 -1.347 -3.713
C 0.371 -0.552 -2.704
C -1.008 -2.316 -3.212
C -0.035 -0.932 -1.444
C 0.316 -0.236 -0.201
C 0.756 1.133 2.566
C 0.044 -0.121 2.598
O 1.046 0.726 -0.165
S -1.119 -2.281 -1.507
Br 0.905 -1.726 3.027
H 0.009 -1.209 -4.761
H 1.046 0.270 -2.866
H -1.561 -3.054 -3.762
H -1.016 -0.217 2.449
H 0.090 1.970 2.778
H 1.142 1.292 1.521
H 1.623 1.146 3.224
```

As for the LUMO energy (spin up / spin down): -0.18 / -0.04 eV. Its net charge is 0. The spin multiplicity is 1. For the orbital gap (spin up / spin down), the calculation gives 0.297 / 0.272 hartree.

---

(6)
The following is a DFT calculation (ωB97M-V with the def2-TZVPD basis set) of 2 unconnected molecules or ions with the total composition C7H7Cl2O4 in a non-equilibrium geometry.

The geometry in XYZ format:
```
20
C7H7Cl2O4, DFT ωB97M-V with the def2-TZVPD basis set
C 2.315 0.125 -0.901
C 1.338 0.181 0.316
O 2.093 -0.208 1.471
C 0.164 -0.871 0.152
C -1.237 -0.251 -0.007
C -2.320 -1.059 -0.085
Cl -2.414 -2.799 -0.032
C -3.487 -0.060 -0.283
O -4.490 -0.320 -0.872
O -3.073 1.126 0.293
C -1.706 1.215 -0.132
O -1.175 2.195 -0.512
H 2.241 -0.828 -1.480
H 2.130 0.948 -1.630
H 3.371 0.219 -0.574
H 0.970 1.215 0.426
H 1.746 0.295 2.219
H 0.195 -1.660 0.933
H 0.366 -1.415 -0.806
Cl 2.969 1.952 1.506
```

As for the LUMO energy: 2.03 eV. Its net charge is -1. The spin multiplicity is 1. For the orbital gap, the calculation gives 0.186 hartree.

---

(7)
The following is a DFT calculation (ωB97M-V with the def2-TZVPD basis set) of a molecular structure, C7H7ClN2O2 in a non-equilibrium geometry.

The geometry in XYZ format:
```
19
C7H7ClN2O2, DFT ωB97M-V with the def2-TZVPD basis set
C 1.750 1.853 -0.647
C 1.934 0.540 -0.210
C 0.461 2.455 -0.413
C 0.863 -0.264 0.226
C -0.295 0.431 0.296
C 1.131 -1.725 0.556
C -2.002 -0.457 0.798
N -0.471 1.644 0.002
N -2.335 -1.077 -0.498
O -2.004 -2.255 -0.576
O -2.876 -0.398 -1.359
Cl -3.125 0.820 1.199
H 2.502 2.295 -1.350
H 2.839 -0.061 -0.584
H 0.091 3.447 -0.789
H 0.403 -2.323 -0.034
H 2.201 -1.853 0.236
H 0.940 -1.875 1.519
H -2.007 -1.200 1.629
```

As for the LUMO energy (spin up / spin down): 0.80 / -3.53 eV. Its net charge is 0. The spin multiplicity is 3. For the orbital gap (spin up / spin down), the calculation gives 0.310 / 0.217 hartree. As for the expectation value of S²: 2.01.

---

(8)
The following is a DFT calculation (ωB97M-V with the def2-TZVPD basis set) of a gas-phase ion, C7H7ClNO2 (charge -1) in a non-equilibrium geometry.

The geometry in XYZ format:
```
18
C7H7ClNO2, DFT ωB97M-V with the def2-TZVPD basis set
C -1.193 -2.246 0.208
C -0.210 -1.039 0.069
C -0.798 0.262 0.129
C -0.059 1.436 -0.022
C -0.770 2.660 -0.292
N 1.244 1.319 0.032
Cl 2.149 2.831 -0.005
C 1.134 -1.373 -0.122
C 2.417 -1.553 -0.081
O 3.556 -1.257 -0.244
O 1.715 -2.766 0.045
H -2.112 -1.991 -0.293
H -0.637 -3.137 -0.211
H -1.479 -2.303 1.370
H -1.906 0.332 0.428
H -1.475 2.834 0.642
H -0.110 3.575 -0.557
H -1.468 2.417 -1.096
```

As for the LUMO energy: 3.61 eV. Its net charge is -1. The spin multiplicity is 1. For the orbital gap, the calculation gives 0.238 hartree.

---

(9)
The following is a DFT calculation (ωB97M-V with the def2-TZVPD basis set) of C7H7ClO2 in the gas phase in a non-equilibrium geometry.

The geometry in XYZ format:
```
17
C7H7ClO2, DFT ωB97M-V with the def2-TZVPD basis set
O 2.669 1.512 -0.062
C 1.883 0.146 0.285
O 2.212 -0.311 1.481
Cl 2.868 -0.883 -1.035
C 0.442 0.078 -0.125
C -0.364 1.060 0.423
C -1.730 0.838 0.303
C -2.341 -0.139 -0.442
C -1.431 -1.026 -1.000
C -0.136 -0.938 -0.785
H 2.508 1.693 -0.979
H 3.103 0.116 1.778
H 0.000 1.802 1.183
H -2.409 1.390 0.925
H -3.343 -0.294 -0.352
H -1.709 -1.773 -1.741
H 0.629 -1.554 -1.392
```

As for the LUMO energy: 0.64 eV. Its net charge is 0. The spin multiplicity is 1. For the orbital gap, the calculation gives 0.384 hartree.

---

(10)
The following is a DFT calculation (ωB97M-V with the def2-TZVPD basis set) of C7H7ClS in the gas phase in a non-equilibrium geometry.

The geometry in XYZ format:
```
16
C7H7ClS, DFT ωB97M-V with the def2-TZVPD basis set
C 1.739 -0.082 1.618
C 1.229 -0.255 0.368
C 2.005 -0.715 -0.731
C 1.310 -0.970 -1.900
S -0.436 -0.518 -1.845
C -0.278 -0.082 -0.069
C -1.311 0.612 0.530
C -2.673 0.701 -0.047
Cl -1.312 1.252 2.182
H 1.213 0.250 2.501
H 2.733 -0.137 1.761
H 2.965 -0.991 -0.467
H 1.721 -1.189 -2.924
H -2.968 -0.274 -0.362
H -3.387 1.348 0.439
H -2.551 1.049 -1.054
```

As for the LUMO energy: 0.11 eV. Its net charge is 0. The spin multiplicity is 1. For the orbital gap, the calculation gives 0.286 hartree.

---

(11)
The following is a DFT calculation (ωB97M-V with the def2-TZVPD basis set) of C7H7F2NO in the gas phase in a non-equilibrium geometry.

The geometry in XYZ format:
```
18
C7H7F2NO, DFT ωB97M-V with the def2-TZVPD basis set
N -1.115 0.659 2.088
C 0.264 0.439 1.766
C 0.268 -0.067 0.334
C 1.482 0.281 -0.413
C 1.460 0.113 -1.830
C 0.467 -0.641 -2.504
F 0.511 -0.842 -3.851
C -0.725 -1.051 -1.714
O -1.740 -1.637 -2.144
C -0.849 -0.657 -0.354
F -1.964 -1.146 0.313
H -1.262 1.694 1.987
H -1.716 0.111 1.536
H -1.281 0.336 2.987
H 0.852 1.380 1.952
H 0.758 -0.386 2.332
H 2.453 0.784 -0.038
H 2.137 0.631 -2.448
```

As for the LUMO energy: -0.77 eV. Its net charge is 0. The spin multiplicity is 1. For the orbital gap, the calculation gives 0.208 hartree.

---

(12)
The following is a DFT calculation (ωB97M-V with the def2-TZVPD basis set) of C7H7F3O in the gas phase in a non-equilibrium geometry.

The geometry in XYZ format:
```
18
C7H7F3O, DFT ωB97M-V with the def2-TZVPD basis set
C -1.657 0.866 -2.312
C -1.476 0.335 -1.216
C -0.359 -0.038 1.129
C 1.141 0.119 0.844
C -1.108 -0.493 -0.126
C 1.175 -1.631 -0.621
C 0.931 -3.076 -0.644
O 1.739 -1.078 0.449
F 1.897 -3.869 -1.131
F 0.575 -3.613 0.482
F -0.140 -3.421 -1.457
H -2.108 1.678 -2.730
H -0.452 -0.750 2.025
H -0.682 0.970 1.440
H 1.238 0.760 -0.018
H 1.623 0.654 1.640
H -1.787 -1.300 0.022
H 1.361 -1.133 -1.501
```

As for the LUMO energy (spin up / spin down): -0.45 / -0.90 eV. Its net charge is 0. The spin multiplicity is 1. For the orbital gap (spin up / spin down), the calculation gives 0.301 / 0.290 hartree.

---

Calculated energy (hartree), listed in the same order as above: -2528.11780; -2457.52187; -3304.42887; -3318.30112; -3318.24213; -1492.28262; -990.80976; -936.26595; -881.55035; -1129.22926; -600.52488; -645.57898